(P)
The following is a quantum chemistry calculation of C4H5ClO in the gas phase, from the OMol25 dataset.

```
11
Properties=species:S:1:pos:R:3
O -0.473 -2.709 -1.438
C -0.084 -1.645 -1.049
C -0.405 -1.071 0.245
C 0.681 -0.380 0.890
C 0.911 0.975 0.839
Cl -0.260 2.160 0.238
H 0.448 -0.906 -1.662
H -1.084 -0.172 -0.139
H -0.880 -1.792 0.897
H 1.435 -0.912 1.484
H 1.666 1.475 1.325
```

Properties
HOMO level ... -0.3541 hartree
HOMO-LUMO gap ... 10.38 eV
SMILES ... O=CC/C=C\Cl
Lowest unoccupied orbital energy ... 0.74 eV

(Q)
The following is a quantum chemistry calculation of C4H5ClO in the gas phase, from the OMol25 dataset.

```
11
Properties=species:S:1:pos:R:3
O -0.150 1.956 -1.201
C 0.096 0.780 -1.349
Cl 0.647 0.043 -3.038
C 0.098 -0.358 -0.369
C 0.581 -0.079 1.023
C -0.875 -0.343 0.811
H 0.424 -1.274 -0.854
H 0.785 0.821 1.579
H 1.303 -0.916 1.383
H -1.411 -1.191 1.145
H -1.499 0.560 0.871
```

Properties
HOMO level ... -0.3958 hartree
HOMO-LUMO gap ... 11.50 eV
SMILES ... O=C(Cl)C1CC1
Lowest unoccupied orbital energy ... 0.73 eV

Last place for stability: (P)

(P)
The following is a quantum chemistry calculation of C2H2Cl2S in the gas phase, from the OMol25 dataset.

```
7
Properties=species:S:1:pos:R:3
S -1.533 -1.198 1.050
C -0.864 0.290 0.838
C 0.501 0.408 0.153
Cl 0.985 -1.060 -0.746
Cl 0.589 1.830 -0.712
H -1.423 1.260 1.314
H 1.387 0.619 0.727
```

Properties
HOMO level ... -0.3394 hartree
HOMO-LUMO gap ... 8.23 eV
SMILES ... S=CC(Cl)Cl
Lowest unoccupied orbital energy ... -1.01 eV

(Q)
The following is a quantum chemistry calculation of a molecular structure, C2H2Cl2S, from the OMol25 dataset.

```
7
Properties=species:S:1:pos:R:3
C 1.214 -0.888 1.141
C -0.270 -1.157 -0.044
S 2.527 -0.357 0.459
Cl 0.002 -2.747 -0.471
Cl -1.809 -0.902 0.786
H 1.238 -1.213 2.161
H -0.109 -0.419 -0.932
```

Properties
HOMO level ... -0.3265 hartree
HOMO-LUMO gap ... 8.40 eV
Lowest unoccupied orbital energy ... -0.49 eV

Last place for stability: (Q)

(P)
The following is a quantum chemistry calculation of 2 unconnected molecules or ions with the total composition C3H9N4S, from the OMol25 dataset.

```
17
Properties=species:S:1:pos:R:3
C 0.724 0.389 0.399
C 1.931 -0.347 0.086
C 1.606 -1.572 -0.724
N -2.819 0.201 -0.387
N -3.764 0.534 0.333
N -0.302 -0.456 0.467
N 0.785 1.636 0.861
S -0.054 -2.098 -0.010
H 2.773 0.414 -0.207
H 2.341 -0.659 1.000
H 1.395 -1.324 -1.824
H 2.337 -2.361 -0.672
H -2.829 0.317 -1.513
H -4.521 1.008 -0.175
H -1.230 -0.114 0.401
H 1.482 2.281 0.605
H 0.145 2.150 1.360
```

Properties
HOMO level ... -0.4716 hartree
HOMO-LUMO gap ... 9.45 eV
Net charge ... +1
Lowest unoccupied orbital energy ... -3.38 eV

(Q)
The following is a quantum chemistry calculation of a molecular structure, C3H9N4S, from the OMol25 dataset.

```
17
Properties=species:S:1:pos:R:3
C -1.411 -0.008 -1.386
C -0.324 0.811 -0.695
C 0.792 0.691 1.836
N -0.809 -1.156 -1.985
N 0.971 0.452 -1.249
N -0.152 -0.038 0.996
N 0.171 -1.352 0.649
S 0.696 -1.193 -1.779
H -1.942 0.543 -2.308
H -0.424 1.911 -0.798
H 1.642 0.091 2.325
H 1.309 1.575 1.309
H 0.115 1.071 2.610
H 1.739 0.635 -0.622
H -0.728 -1.904 0.532
H -2.342 -0.316 -0.717
H 0.697 -1.813 1.281
```

Properties
HOMO level (alpha / beta) ... -0.4668 / -0.4667 hartree
HOMO-LUMO gap (alpha / beta) ... 7.12 / 7.12 eV
Net charge ... +1
Lowest unoccupied orbital energy (alpha / beta) ... -5.58 / -5.59 eV

Last place for stability: (Q)